Run w
This record from OMol25 describes C6H9NO as an isolated structure. The level of theory is wB97M-V/def2-TZVPD.

```
17
C6H9NO, DFT wB97M-V/def2-TZVPD
C -0.37465 -0.09639 -2.39707
C -0.05142 0.55450 -1.06657
C 0.78830 0.38681 0.84642
C 0.58219 -0.35777 2.12092
C -0.60678 -0.46628 2.39394
C -0.49497 0.00312 0.28499
H -0.02682 -1.13266 -2.58963
H 0.03632 0.52319 -3.37904
H -1.45020 0.02126 -2.47087
H -0.74694 1.75175 -1.22545
H 1.66516 -0.72116 -0.52986
H 1.06227 1.53373 1.03849
H 1.28399 -1.00331 2.76717
H -1.10995 -0.55318 3.21703
H -0.62480 -1.03137 0.17272
N 1.34740 0.20963 -0.57377
O -1.27907 0.37814 1.39056
```

Results
Orbital gap (eV): 9.8

Run x
This record from OMol25 describes a 2-piece molecular cluster, C6H9NO overall. The level of theory is wB97M-V/def2-TZVPD.

```
17
C6H9NO, DFT wB97M-V/def2-TZVPD
C 0.04395 -0.37873 0.05625
C 1.26715 -0.42733 0.44321
C 2.40194 0.32408 -0.20429
C 3.68089 -0.46407 -0.13929
C -2.34595 1.13243 0.31419
C -2.73566 -0.00497 -0.63362
N -1.72269 -0.84096 -1.07937
O 2.28809 1.40707 -0.70155
H 1.57455 -1.03307 1.29099
H 4.44817 0.02586 -0.73249
H 4.01428 -0.52833 0.89670
H 3.51615 -1.47610 -0.50739
H -1.56976 1.74592 -0.13914
H -3.21356 1.74933 0.54630
H -1.94941 0.70053 1.23196
H -3.18243 0.44324 -1.54146
H -3.51326 -0.60996 -0.12999
```

Results
Orbital gap (spin up / spin down) (eV): 7.6 / 7.4

Most favorable structure: run w. The second most favorable one is 8.6 kcal/mol above it.

Run w
This record from OMol25 describes one molecule with the formula C6H9NO. The level of theory is wB97M-V/def2-TZVPD.

```
17
C6H9NO, DFT wB97M-V/def2-TZVPD
C 0.71507 -0.57723 0.02415
C -0.50847 -1.39798 -0.47526
C -1.51736 0.76266 0.30588
C -0.37666 1.54032 0.17067
C 0.57348 0.85596 -0.67522
C 1.93739 0.23812 -0.68441
H 0.07192 0.20988 1.82763
H 0.92999 -1.65600 1.84078
H -0.75429 -2.21820 0.16481
H -0.45708 -1.62524 -1.58033
H -2.44623 1.18731 0.76256
H -0.29227 2.47226 0.69531
H 0.14973 0.63638 -1.70307
H 2.42785 0.03014 -1.55898
H 2.63443 0.39386 0.12696
N 0.97062 -0.49777 1.48237
O -1.74989 -0.55964 -0.36839
```

Results
Orbital gap (eV): 9.7

Run x
This record from OMol25 describes C6H9NO as an isolated structure. The level of theory is wB97M-V/def2-TZVPD.

```
17
C6H9NO, DFT wB97M-V/def2-TZVPD
C 2.17086 0.72990 0.05519
C 0.85544 0.05000 -0.09718
C 0.16331 -0.85606 0.77623
C -1.36900 -0.43640 0.47237
C -1.21413 1.06398 0.67160
C -0.40290 0.83776 -0.63594
H 2.12496 1.80958 0.31236
H 2.74032 0.03251 0.69056
H 2.71824 0.75923 -0.86622
H 0.60644 -1.19274 1.75706
H -2.10186 -1.12861 0.88473
H -0.62820 1.27732 1.62489
H -2.14627 1.65085 0.49725
H -0.25144 1.52094 -1.54567
H -1.21858 -0.98520 -1.55195
N -1.38088 -0.20164 -0.92560
O 0.82513 -1.33344 -0.34719
```

Results
Orbital gap (eV): 9.7

Most favorable structure: run x. The second most favorable one is 48.8 kcal/mol above it.

Run w
This record from OMol25 describes a 2-piece molecular cluster, C9H14 overall. The level of theory is wB97M-V/def2-TZVPD.

```
23
C9H14, DFT wB97M-V/def2-TZVPD
C 0.31537 1.95651 -0.51534
C 0.83272 -1.70724 -1.31897
C 0.20053 -1.83006 -2.54610
C 0.92525 -0.47011 -0.67598
C 0.23525 0.60974 -1.20113
C -0.51126 -0.74202 -3.03800
C -0.53752 0.46043 -2.35269
H 1.23096 -2.60973 -0.85990
H 0.32137 -2.77183 -3.07010
H 1.55127 -0.43158 0.19729
H -1.10615 -0.91690 -3.93461
H -0.65496 2.43771 -0.48005
H 0.87357 2.64936 -1.15105
H -1.00483 1.34664 -2.75376
H 0.70620 1.89233 0.49080
C -1.05470 0.42800 3.03928
C 0.22201 -0.35033 2.74972
H -0.94247 1.16053 3.83367
H -1.43865 0.85490 2.10810
H -1.84164 -0.26839 3.34627
H 0.98184 0.22286 2.21907
H -0.00726 -1.27309 2.22112
H 0.70311 -0.64771 3.69236
```

Results
Orbital gap (eV): 10.0

Run x
This record from OMol25 describes a 2-piece molecular cluster, C9H14 overall. The level of theory is wB97M-V/def2-TZVPD.

```
23
C9H14, DFT wB97M-V/def2-TZVPD
C 0.70973 2.14293 -2.07223
C -0.53182 2.44662 -1.22369
H 1.21007 3.07137 -2.34613
H 1.26908 1.31477 -1.65473
H 0.35316 1.83105 -3.06374
H -1.15985 3.08873 -1.84551
H -0.30651 2.91507 -0.26352
H -1.09305 1.55661 -0.97223
C -1.62743 -2.11729 -0.38551
C 0.33148 -0.92750 2.66145
C 1.41290 -0.30558 2.08565
C -0.69856 -1.49614 1.89380
C -0.51994 -1.65611 0.54999
C 1.50746 -0.32864 0.68261
C 0.59411 -1.01539 -0.08813
H 0.33504 -0.95666 3.74724
H 2.13258 0.24015 2.67453
H -1.56008 -1.89353 2.41396
H 2.35313 0.21043 0.26880
H -2.63287 -1.82982 -0.12757
H -1.54922 -3.21857 -0.40163
H 0.82955 -1.20495 -1.12650
H -1.35894 -1.86758 -1.40691
```

Results
Orbital gap (eV): 10.1

Most favorable structure: run w. The second most favorable one is 7.1 kcal/mol above it.

Run w
This record from OMol25 describes a 2-piece molecular cluster, C9H14 overall. The level of theory is wB97M-V/def2-TZVPD.

```
23
C9H14, DFT wB97M-V/def2-TZVPD
C -1.65261 1.58311 -2.21230
C -3.01755 1.57019 -1.53134
H -1.62895 2.22847 -3.09381
H -0.93174 2.18968 -1.64220
H -1.23359 0.59147 -2.30428
H -3.08142 2.24389 -0.68425
H -3.93986 1.81531 -2.06941
H -3.23458 0.56044 -1.16985
C 1.52751 1.32117 0.82291
C 0.12815 -2.05986 1.77862
C 0.97592 -2.90685 1.07276
C 0.40085 -0.70279 1.84473
C 1.33313 -0.16364 0.98709
C 1.96554 -2.36619 0.22847
C 2.09991 -0.99744 0.14404
H -0.59134 -2.57831 2.40144
H 0.87545 -3.98307 1.08180
H -0.13539 -0.06926 2.54042
H 2.61817 -3.05221 -0.29523
H 2.55820 1.66373 0.82968
H 1.11325 1.86698 1.68289
H 2.88870 -0.51779 -0.41427
H 0.96226 1.76297 0.00209
```

Results
Orbital gap (eV): 10.0

Run x
This record from OMol25 describes a 2-piece molecular cluster, C9H14 overall. The level of theory is wB97M-V/def2-TZVPD.

```
23
C9H14, DFT wB97M-V/def2-TZVPD
C -0.16900 1.90367 -1.91765
C -0.90691 -0.51000 -1.92960
C 0.02588 0.46666 -1.52383
C -0.68416 -1.85012 -1.68808
C 0.53138 -2.21159 -1.08823
C 1.20769 0.02058 -0.94235
C 1.40316 -1.32408 -0.53969
H -1.85365 -0.10982 -2.29091
H -1.38134 -2.58181 -2.08689
H 0.20647 2.62977 -1.19487
H -1.23880 2.07963 -2.11327
H 0.67976 -3.27876 -0.89838
H 1.93236 0.78171 -0.65170
H 2.26223 -1.46939 0.10355
H 0.26794 2.07973 -2.91259
C 0.38510 0.21520 2.24952
C -0.81802 0.63581 3.10264
H -0.08745 -0.06201 1.28431
H 1.02631 1.06159 2.14193
H 0.71227 -0.74846 2.67964
H -0.59471 1.49969 3.75500
H -1.14563 -0.11788 3.83107
H -1.76092 0.88985 2.63040
```

Results
Orbital gap (eV): 10.0

Run y
This record from OMol25 describes a 2-piece molecular cluster, C9H14 overall. The level of theory is wB97M-V/def2-TZVPD.

```
23
C9H14, DFT wB97M-V/def2-TZVPD
C -1.22939 2.20986 -1.77686
C -0.39655 0.54058 1.54172
C -0.18810 1.31179 0.36152
C -1.55156 -0.04248 1.85558
C -1.28457 1.51219 -0.47542
C -2.63782 0.31547 1.07037
C -2.54429 1.05709 -0.04471
H 0.36547 0.37042 2.32623
H 0.78721 1.64873 0.20277
H -1.62302 -0.76633 2.60898
H -3.60942 0.03818 1.41938
H -1.98775 1.67092 -2.51350
H -0.28373 2.31342 -2.30845
H -3.38833 1.19259 -0.58364
H -1.23267 3.32265 -1.60903
C 2.27380 -1.42447 -0.19989
C 2.94075 -2.76710 -0.34965
H 2.91956 -0.63727 -0.58099
H 1.27069 -1.46267 -0.69011
H 1.97410 -1.12340 0.78719
H 2.42595 -3.47477 -0.90049
H 3.12737 -3.27997 0.64362
H 3.87229 -2.52544 -0.78461
```

Results
Orbital gap (eV): 10.0

Run z
This record from OMol25 describes a 2-piece molecular cluster, C9H14 overall. The level of theory is wB97M-V/def2-TZVPD.

```
23
C9H14, DFT wB97M-V/def2-TZVPD
C 0.04962 -1.27855 -2.06212
C -2.33017 -0.29559 0.70263
C -1.67553 -1.05103 -0.26473
C -2.00183 1.04707 0.86343
C -0.86483 -0.42769 -1.22473
C -1.27068 1.66435 -0.13114
C -0.80156 0.95590 -1.24070
H -3.18962 -0.72163 1.19827
H -1.74071 -2.13274 -0.23201
H -2.43611 1.66684 1.63294
H -1.11286 2.73549 -0.20714
H 0.58985 -0.67289 -2.78896
H -0.54162 -2.07378 -2.51964
H -0.38213 1.43699 -2.11005
H 0.78860 -1.81851 -1.49279
C 1.34286 0.04337 1.21305
C 2.85547 0.22633 1.23182
H 1.03268 -0.00494 2.24998
H 0.83167 0.78643 0.61146
H 0.94437 -0.86777 0.76090
H 3.41986 -0.71271 1.21155
H 3.16013 0.70059 2.16753
H 3.33254 0.79449 0.43045
```

Results
Orbital gap (eV): 10.0

Most favorable structure: run w. The second most favorable one is 3.3 kcal/mol above it.

Run w
This record from OMol25 describes a 2-piece molecular cluster, C9H14 overall. The level of theory is wB97M-V/def2-TZVPD.

```
23
C9H14, DFT wB97M-V/def2-TZVPD
C 1.01592 0.28966 -2.13507
C -2.69689 1.01446 -0.24593
C -1.86670 2.06843 -0.57044
C -2.40983 -0.30263 -0.63681
C -0.67418 1.76752 -1.24529
C -1.25300 -0.56089 -1.35910
C -0.30457 0.43623 -1.47057
H -3.64550 1.14729 0.26052
H -1.88502 2.94797 0.08186
H -3.11314 -1.08553 -0.39028
H -0.01772 2.52867 -1.60037
H -1.08549 -1.59684 -1.63280
H 1.42632 1.22012 -2.50808
H 0.98207 -0.47045 -2.94559
H 1.80292 -0.13508 -1.50954
C 1.31079 -1.85423 2.15948
C 2.11097 -0.52099 2.23970
H 1.59945 -2.36962 1.23611
H 1.55013 -2.43682 3.04681
H 0.27580 -1.56604 2.23165
H 3.14853 -0.67120 2.53402
H 1.67108 0.00400 3.08513
H 2.05806 0.14598 1.37460
```

Results
Orbital gap (eV): 10.0

Run x
This record from OMol25 describes a 2-piece molecular cluster, C9H14 overall. The level of theory is wB97M-V/def2-TZVPD.

```
23
C9H14, DFT wB97M-V/def2-TZVPD
C 2.26638 -0.79419 -0.33882
C 0.79015 -0.86632 1.79665
C 0.89304 -0.94601 0.36574
C -0.55655 -0.89880 2.37927
C -0.21918 -1.37538 -0.34886
C -1.62737 -1.06946 1.52222
C -1.42117 -1.36284 0.20262
H 1.71546 -0.75390 2.27724
H -0.54942 -0.65360 3.35155
H 2.54941 0.28526 -0.33600
H 2.05570 -1.03640 -1.38442
H -0.03918 -1.61853 -1.46349
H -2.61032 -0.55858 1.83609
H -2.27903 -1.61013 -0.32395
H 2.90062 -1.64612 0.09718
C -0.47300 2.20459 -1.69416
C -0.04260 3.51371 -2.49187
H -1.21024 1.65751 -2.13621
H 0.43478 1.69832 -1.47430
H -0.95616 2.29819 -0.72667
H 0.98558 3.76846 -2.38552
H -0.37620 3.22986 -3.51036
H -0.27921 4.50792 -2.17781
```

Results
Orbital gap (eV): 9.8

Most favorable structure: run w. The second most favorable one is 36.0 kcal/mol above it.